Entry 1:
2 unconnected molecules or ions with the total composition C7H20NSi in a non-equilibrium geometry, computed with ωB97M-V/def2-TZVPD.

Positions of all 29 atoms, in Å:
Si (-1.829, -0.001, 0.187)
N (1.497, -0.501, 0.393)
C (-1.455, -1.806, 0.672)
C (0.728, 0.727, 0.158)
C (2.879, -0.034, 0.782)
C (1.101, 1.547, -1.123)
C (-2.618, 1.023, 1.571)
C (-2.240, 0.323, -1.554)
C (1.584, -1.421, -0.702)
H (2.160, -0.896, -1.452)
H (-3.110, 1.087, -1.695)
H (0.662, 2.465, -1.158)
H (0.988, 1.407, 1.063)
H (3.235, 0.666, 0.066)
H (0.838, 0.885, -1.946)
H (2.829, 0.606, 1.604)
H (-2.471, -2.196, 0.986)
H (-0.735, -1.950, 1.489)
H (2.259, 1.628, -1.194)
H (0.541, -1.532, -1.138)
H (-2.654, -0.651, -2.033)
H (3.559, -0.844, 0.957)
H (2.283, -2.283, -0.414)
H (-1.998, 1.964, 1.769)
H (-1.385, 0.773, -2.110)
H (-1.106, -2.483, -0.076)
H (-2.550, 0.532, 2.594)
H (-3.669, 1.125, 1.231)
H (0.973, -0.688, 1.156)

The value obtained for the energy above the lowest of the compared OMol25 structures with the same formula, charge and spin is 32.14 kcal/mol. For the electronic energy, the calculation gives -622.61394 Eh. Its total charge is +1. Its HOMO-LUMO gap is 9.7238 eV.

Entry 2:
3 unconnected molecules or ions with the total composition C6H18N2O2 in a non-equilibrium geometry, computed with ωB97M-V/def2-TZVPD.

Positions of all 28 atoms, in Å:
O (2.268, -0.655, 1.947)
O (-3.375, 0.938, -1.995)
N (1.420, 2.763, 0.970)
N (-2.006, -1.725, 0.891)
C (0.467, 1.879, 0.497)
C (-0.551, -0.088, -0.561)
C (0.622, 0.848, -0.422)
C (0.285, -2.250, 0.300)
C (1.583, 0.802, -1.556)
C (-0.712, -1.084, 0.590)
H (1.896, 1.668, -2.080)
H (0.892, 3.561, 1.326)
H (1.090, 0.182, -2.315)
H (-0.558, 1.961, 0.815)
H (2.505, 0.338, -1.188)
H (2.228, 2.944, 0.402)
H (0.084, -3.069, 1.107)
H (-1.494, 0.456, -0.501)
H (-0.503, -0.679, 1.577)
H (1.321, -2.082, 0.594)
H (2.045, 0.197, 1.582)
H (-0.719, -0.678, -1.473)
H (-2.742, 0.562, -2.624)
H (-2.816, -1.140, 0.727)
H (-2.210, -2.625, 0.484)
H (-3.498, 0.290, -1.294)
H (0.311, -2.633, -0.703)
H (2.167, -0.678, 2.904)

The value obtained for the energy above the lowest of the compared OMol25 structures with the same formula, charge and spin is 25.82 kcal/mol. The multiplicity is 2. For the electronic energy, the calculation gives -499.04957 Eh. Its total charge is +1. As for the expectation value of S²: 0.76. Its HOMO-LUMO gap (spin up / spin down) is 8.7331 / 5.5563 eV.

Entry 3:
A molecular structure, C30H43N11OPb, computed with ωB97M-V/def2-TZVPD.

Positions of all 86 atoms, in Å:
Pb (0.566, -0.415, -0.073)
O (-1.586, -2.686, -0.986)
N (3.521, 1.241, -1.194)
N (3.191, 2.618, -2.830)
N (-0.906, -0.858, 1.780)
N (-0.983, 1.629, -4.268)
N (4.104, 2.040, -2.024)
N (-1.901, 0.666, -4.059)
N (-1.701, 0.104, -2.911)
N (0.827, 2.489, -3.002)
N (-0.643, 0.687, -2.300)
N (2.184, 1.260, -1.411)
N (1.332, 0.648, 1.826)
C (-1.783, -3.062, 2.370)
C (2.036, 2.111, -2.422)
C (-4.121, -0.036, -0.594)
C (2.249, 1.729, 1.825)
C (3.697, -0.385, 3.760)
C (1.786, 3.039, 1.584)
C (-3.502, -0.012, 0.802)
C (-0.463, -3.174, 4.514)
C (-0.500, -3.560, 3.029)
C (-0.610, -0.152, 2.922)
C (4.089, -0.922, 1.330)
C (2.697, 4.090, 1.550)
C (-4.280, -2.332, 1.359)
C (0.499, 0.621, 2.936)
C (-2.849, -3.962, 2.351)
C (4.491, 2.590, 2.027)
C (-4.368, 0.785, 1.783)
C (0.049, 4.049, 0.040)
C (0.829, -3.194, 2.369)
C (-1.969, -1.760, 1.842)
C (4.046, 3.873, 1.761)
C (-3.244, -1.405, 1.341)
C (-0.233, 1.604, -3.174)
C (3.618, 1.508, 2.070)
C (-0.259, 4.141, 2.533)
C (0.311, 3.333, 1.364)
C (-1.311, -3.656, -1.973)
C (-4.093, -3.612, 1.851)
C (4.211, 0.148, 2.419)
C (-0.134, -4.543, -1.603)
H (0.760, -3.938, -1.446)
H (-2.534, 0.485, 0.737)
H (-0.340, -5.095, -0.680)
H (4.783, -1.743, 1.545)
H (0.516, 5.039, 0.022)
H (4.750, 4.696, 1.706)
H (0.331, -3.725, 5.028)
H (0.831, -3.441, 1.304)
H (-5.360, 0.332, 1.888)
H (4.236, -1.298, 4.037)
H (0.235, 5.115, 2.611)
H (0.432, 3.483, -0.807)
H (4.310, -0.504, 0.348)
H (2.634, -0.620, 3.703)
H (-2.199, -4.271, -2.171)
H (-1.808, -3.112, -0.148)
H (-0.119, 3.613, 3.478)
H (1.632, -3.762, 2.851)
H (3.082, -1.339, 1.306)
H (-1.097, -3.091, -2.881)
H (0.733, 1.253, 3.788)
H (-4.502, 1.810, 1.426)
H (-2.689, -4.962, 2.745)
H (-0.219, 2.380, 1.340)
H (0.071, -5.269, -2.395)
H (-4.274, 0.984, -0.956)
H (-1.330, 4.315, 2.391)
H (3.838, 0.352, 4.556)
H (-5.098, -0.534, -0.588)
H (-4.903, -4.333, 1.841)
H (-1.284, -0.178, 3.776)
H (-0.575, -4.653, 2.985)
H (-1.027, 4.186, -0.109)
H (5.549, 2.411, 2.189)
H (5.283, 0.336, 2.542)
H (-3.473, -0.542, -1.311)
H (-5.249, -2.046, 0.963)
H (-0.261, -2.107, 4.620)
H (2.341, 5.093, 1.336)
H (-3.907, 0.824, 2.773)
H (0.976, 3.048, -3.827)
H (1.056, -2.133, 2.476)
H (-1.414, -3.398, 5.004)

The value obtained for the energy above the lowest of the compared OMol25 structures with the same formula, charge and spin is 8.36 kcal/mol. For the electronic energy, the calculation gives -2039.40739 Eh. Its total charge is -2. Its HOMO-LUMO gap is 5.3279 eV.

- The lowest electronic energy belongs to which entry?
  C30H43N11OPb

- Among the records above, which one has the lowest total charge?
  C30H43N11OPb

- Which of these has the lowest total charge?
  C30H43N11OPb

- electronic energy of number 2 (C6H18N2O2)?
  -499.04957 Eh